(1)
Below is C2H5NO2 in the gas phase at a distorted geometry, with properties calculated with wB97M-V/def2-TZVPD.

Calculated values
Electronic energy ... -284.26380 Ha
ΔE to the lowest compared entry with this formula, charge and spin ... 5.539 eV
Orbital gap ... 8.94 eV
Highest occupied orbital energy ... -8.243 eV

Positions of all 10 atoms, in Å:
C 0.09860 -0.51717 -0.79410
C 0.22629 0.68689 0.09413
N -0.22259 -0.81593 1.38636
O 0.37677 -1.45532 0.20705
O -0.61647 1.74591 -0.08282
H -0.83708 -0.73938 -1.22647
H 0.73851 -0.71776 -1.69007
H 1.15586 1.07351 0.58362
H 0.38270 -0.76773 2.20927
H -1.30259 1.50698 -0.68697

***

(2)
Below is a 9-piece molecular cluster, C7H28F3O11S overall at a distorted geometry, with properties calculated with wB97M-V/def2-TZVPD.

Calculated values
Total charge ... -1
Electronic energy ... -1808.98814 Ha
ΔE to the lowest compared entry with this formula, charge and spin ... 0.000 eV
Orbital gap ... 9.74 eV
Highest occupied orbital energy ... -7.122 eV

Positions of all 50 atoms, in Å:
C -22.57556 21.30847 -7.87930
F -21.63463 20.96758 -6.96023
F -23.21923 20.21444 -8.34856
F -23.39627 22.13677 -7.27105
S -21.66230 22.37299 -9.32563
O -20.56624 23.14910 -8.80557
O -21.11920 21.30535 -10.20762
O -22.68410 23.20552 -10.08623
O -23.96724 22.21576 -13.02814
H -23.67173 22.63880 -12.22195
H -24.80251 21.81086 -12.79444
O -19.60470 25.39949 -7.12404
H -19.72966 24.53914 -7.52454
H -19.49649 25.21633 -6.19078
O -23.55677 25.50649 -11.11208
H -23.19715 24.71622 -10.70913
H -24.22807 25.80464 -10.49832
O -19.47612 21.33770 -12.53050
H -19.20416 20.55804 -13.01465
H -20.13417 21.01913 -11.91266
O -18.09558 22.65500 -9.36489
H -17.77297 22.51975 -8.47390
H -18.97460 23.01594 -9.24965
O -20.71590 24.24394 -12.05631
H -19.92713 23.78359 -11.76967
H -21.13642 24.52781 -11.24464
C -19.83508 18.32326 -11.13966
C -21.22334 18.03871 -11.67582
C -22.19685 17.59763 -10.49390
O -21.82317 19.23735 -12.11669
H -19.07293 18.55316 -11.88423
H -19.48580 17.38414 -10.71054
H -19.91249 18.98819 -10.27944
H -21.27967 17.24582 -12.42164
H -22.21653 16.52640 -10.29346
H -23.19470 17.87945 -10.83000
H -22.17557 18.23263 -9.60822
H -22.13327 19.72855 -11.35238
C -25.75361 21.72016 -9.83163
C -26.87056 21.84659 -10.85664
C -27.13222 23.40155 -11.04889
O -26.52233 21.30757 -12.11854
H -25.95390 22.27797 -8.91685
H -24.79525 22.18275 -10.06755
H -25.42306 20.70285 -9.62208
H -27.81331 21.34059 -10.64859
H -26.18564 23.88323 -11.29397
H -27.46410 23.89634 -10.13612
H -27.96436 23.64522 -11.70940
H -27.38052 21.28806 -12.54833

***

(3)
Below is C50H40FeNO3S2 as an isolated structure, with properties calculated with wB97M-V/def2-TZVPD.

Calculated values
Multiplicity ... 6
Total charge ... +2
Electronic energy ... -4269.43732 Ha
ΔE to the lowest compared entry with this formula, charge and spin ... 0.000 eV
Orbital gap (spin up / spin down) ... 7.92 / 6.97 eV
Highest occupied orbital energy (spin up / spin down) ... -13.015 / -13.014 eV

Positions of all 97 atoms, in Å:
Fe 1.69244 -1.53664 1.23663
C 0.27460 -4.72371 3.77910
C 1.31524 -5.61096 3.54065
C 2.17165 -5.42212 2.47062
C 1.99422 -4.31970 1.62889
C 0.97254 -3.41130 1.92109
C 0.09415 -3.60446 2.96947
C 2.81930 -4.08526 0.42922
C 3.45492 -5.13307 -0.26764
C 4.15283 -4.83887 -1.40249
C 4.26867 -3.49534 -1.83394
C 5.01040 -3.12995 -2.97983
C 5.14317 -1.81527 -3.33059
C 4.55664 -0.81536 -2.52958
C 3.82443 -1.14165 -1.41958
C 3.63567 -2.49474 -1.06738
N 2.87720 -2.82714 0.02549
H -0.39845 -4.90009 4.60846
H 1.45400 -6.46322 4.19169
H 2.97715 -6.12415 2.29552
H -0.71447 -2.91544 3.17013
H 3.35504 -6.14799 0.08499
H 4.63442 -5.62269 -1.97342
H 5.48086 -3.90980 -3.56491
H 5.71413 -1.53776 -4.20543
H 4.68940 0.22702 -2.79046
H 3.40384 -0.35666 -0.80398
C 2.57998 3.98652 -4.83226
C 2.09081 2.80273 -4.05210
C 1.63638 1.65490 -4.69852
C 1.16207 0.56978 -3.97930
C 1.12820 0.64876 -2.59553
C 1.59014 1.76938 -1.92126
C 2.07220 2.83652 -2.65723
S 0.48983 -0.75126 -1.70735
O 0.98194 -0.48885 -0.27117
C -1.27761 -0.52946 -1.71053
C -1.92307 -1.52354 -2.48113
C -3.28144 -1.50644 -2.60516
C -4.05037 -0.52384 -1.94376
C -5.46494 -0.51986 -2.02848
C -6.19538 0.42243 -1.36726
C -5.54936 1.40910 -0.58814
C -4.18930 1.43660 -0.48908
C -3.39916 0.47005 -1.16751
C -1.98089 0.46773 -1.06854
C -1.31625 1.54410 -0.27863
C -1.16617 2.83771 -0.86478
C -1.62110 3.12368 -2.17494
C -1.44528 4.36749 -2.71110
C -0.80420 5.38291 -1.97130
C -0.34263 5.13036 -0.71010
C -0.50883 3.85256 -0.12776
C -0.01358 3.56782 1.17152
C -0.17666 2.33614 1.72923
C -0.84986 1.33642 0.99456
S -1.08906 -0.27980 1.69376
O 0.26061 -0.65265 2.34830
C -2.15893 0.03119 3.06055
C -3.51238 -0.17818 2.83738
C -4.40743 0.07692 3.86368
C -3.96469 0.51683 5.10826
C -4.93322 0.79884 6.21726
C -2.59282 0.69598 5.30759
C -1.68445 0.46226 4.29337
H 2.82484 3.71709 -5.85769
H 3.46325 4.42608 -4.37027
H 1.80993 4.76021 -4.86672
H 1.66451 1.60400 -5.77936
H 0.82912 -0.32461 -4.49292
H 1.58369 1.79951 -0.83951
H 2.43408 3.71759 -2.14071
H -1.33740 -2.29626 -2.96249
H -3.78584 -2.25955 -3.19658
H -5.95247 -1.27765 -2.62793
H -7.27462 0.42015 -1.43678
H -6.14256 2.15031 -0.06963
H -3.70611 2.19937 0.10815
H -2.10510 2.34803 -2.75385
H -1.80034 4.57930 -3.71091
H -0.68296 6.36548 -2.40734
H 0.15343 5.90539 -0.13938
H 0.48994 4.35438 1.72017
H 0.19316 2.11821 2.72249
H -3.86566 -0.53510 1.87664
H -5.46498 -0.08376 3.69872
H -5.88973 0.30909 6.04609
H -5.11633 1.87233 6.29388
H -4.54107 0.46515 7.17705
H -2.23732 1.02169 6.27703
H -0.62264 0.58298 4.46134
C 3.70894 0.49373 2.50157
O 3.29473 -0.89172 2.38186
H 4.78525 0.56115 2.36458
H 3.41029 0.88310 3.47183
H 3.19743 1.03544 1.70953
H 3.73543 -1.44664 3.03588

***

(4)
Below is C5H8N2 in the gas phase, with properties calculated with wB97M-V/def2-TZVPD.

Calculated values
Electronic energy ... -304.79910 Ha
SMILES string ... CC1=C[C@@H](N)N=C1
ΔE to the lowest compared entry with this formula, charge and spin ... 0.990 eV
Orbital gap ... 10.10 eV
Highest occupied orbital energy ... -9.329 eV

Positions of all 15 atoms, in Å:
C -2.39008 -0.13277 -0.11707
C -0.91109 0.09224 -0.07080
C -0.23234 1.38698 -0.27812
N 1.04914 1.34354 -0.17968
C 1.36281 -0.01485 0.25433
N 2.51535 -0.60355 -0.39701
C 0.07871 -0.78245 0.16572
H -2.62074 -1.18469 -0.29566
H -2.86640 0.15661 0.82475
H -2.85533 0.45711 -0.90962
H -0.76272 2.32347 -0.46509
H 1.53236 0.11817 1.34331
H 3.27763 0.06997 -0.38810
H 2.82421 -1.37976 0.18306
H -0.00151 -1.85002 0.33001